DFT (ωB97M-V/def2-TZVPD) results for a structure of composition C26H38AuN8S3Si2 at a distorted geometry.

Total charge = +1
Lowest unoccupied orbital energy (alpha / beta) = -0.0635 / -0.1727 hartree
Energy above the lowest of the compared OMol25 structures with the same formula, charge and spin = 191.6 kJ/mol
HOMO-LUMO gap (alpha / beta) = 7.98 / 6.19 eV
2S+1 = 3

Cartesian coordinates (Å):
Au -0.024 -0.559 -0.445
C -0.732 0.770 -3.158
Si -1.588 1.933 -2.077
C -3.427 2.109 -2.445
C -0.872 3.587 -1.941
N -1.322 1.198 -0.477
C -1.759 1.478 0.731
C -2.468 2.641 1.162
C -2.981 2.816 2.428
C -2.833 1.866 3.436
C -2.016 0.857 3.239
C -1.505 0.534 1.874
N -0.851 -0.537 1.574
Si -0.316 -1.791 2.680
C 0.317 -3.241 1.699
C 1.014 -1.063 3.821
C -1.757 -2.266 3.781
H -0.959 1.084 -4.196
H -1.134 -0.244 -2.929
H 0.345 0.701 -3.068
H -3.905 2.686 -1.650
H -3.772 1.049 -2.380
H -3.642 2.496 -3.411
H -1.071 4.105 -0.960
H -1.113 4.273 -2.803
H 0.215 3.578 -1.932
H -2.623 3.419 0.458
H -3.715 3.616 2.564
H -3.368 1.961 4.391
H -1.815 0.081 3.931
H 1.366 -3.132 1.298
H -0.328 -3.588 0.907
H 0.468 -4.082 2.404
H 0.589 -0.301 4.469
H 1.842 -0.566 3.267
H 1.412 -1.753 4.551
H -2.065 -3.310 3.735
H -2.649 -1.753 3.414
H -1.468 -1.909 4.758
S -5.189 -1.880 0.569
C -4.915 -3.493 0.916
C -3.699 -3.897 0.507
N -2.935 -2.807 0.047
C -3.618 -1.713 0.035
H -5.595 -4.136 1.414
H -3.255 -4.827 0.736
H -3.231 -0.755 -0.324
N -0.645 -3.237 -1.993
C 0.664 -3.000 -1.902
N 1.184 -1.985 -1.252
C 2.586 -2.074 -1.144
C 3.414 -1.054 -0.653
C 4.783 -1.177 -0.863
C 5.285 -2.346 -1.349
C 4.421 -3.334 -1.862
C 3.092 -3.220 -1.675
S 1.882 -4.133 -2.535
H -1.165 -2.875 -1.171
H -0.904 -4.065 -2.516
H 2.940 -0.162 -0.192
H 5.469 -0.491 -0.575
H 6.311 -2.416 -1.475
H 4.816 -4.202 -2.398
C 2.972 2.517 -3.333
C 3.797 3.222 -2.254
C 3.061 3.008 -0.940
N 2.633 1.879 -0.580
N 1.947 1.895 0.602
C 1.892 3.092 1.112
N 1.094 3.482 2.176
S 2.792 4.281 0.154
H 3.425 2.481 -4.322
H 1.999 3.011 -3.364
H 2.729 1.490 -3.050
H 3.938 4.288 -2.518
H 4.759 2.773 -2.120
H 0.649 2.747 2.774
H 1.127 4.374 2.622



DFT (ωB97M-V/def2-TZVPD) results for a structure of composition C43H63AsGeOPSTa at a distorted geometry.

Total charge = +2
Lowest unoccupied orbital energy = -0.2776 hartree
Energy above the lowest of the compared OMol25 structures with the same formula, charge and spin = 23.6 kJ/mol
HOMO-LUMO gap = 5.96 eV

Cartesian coordinates (Å):
Ta -0.632 0.338 0.557
S -0.014 0.891 2.841
C 1.595 0.301 3.302
C 1.870 0.307 4.668
C 3.065 -0.201 5.141
C 4.005 -0.705 4.253
C 3.746 -0.675 2.894
C 2.538 -0.188 2.396
As 2.248 -0.119 0.465
C 3.971 0.803 0.077
C 5.047 0.133 -0.499
C 6.264 0.778 -0.651
C 6.417 2.090 -0.237
C 5.351 2.757 0.346
C 4.134 2.117 0.506
C 2.701 -1.939 -0.146
C 2.768 -3.028 0.717
C 2.908 -4.314 0.223
C 2.977 -4.531 -1.142
C 2.975 -3.452 -2.012
C 2.841 -2.166 -1.517
H 1.129 0.692 5.353
H 3.256 -0.209 6.202
H 4.932 -1.120 4.618
H 4.483 -1.038 2.183
H 4.944 -0.900 -0.811
H 7.094 0.244 -1.088
H 7.367 2.586 -0.359
H 5.474 3.774 0.685
H 3.313 2.636 0.991
H 2.727 -2.864 1.786
H 2.953 -5.145 0.911
H 3.054 -5.534 -1.529
H 3.076 -3.608 -3.076
H 2.884 -1.323 -2.202
C 1.190 1.365 -4.574
C 1.076 1.057 -3.082
C 1.425 2.316 -2.284
P -0.560 0.307 -2.491
C -0.322 -1.519 -2.902
C -1.374 -2.387 -2.208
C -0.231 -1.878 -4.385
C -1.819 0.990 -3.710
C -2.053 2.479 -3.462
C -3.150 0.249 -3.689
H 2.220 1.645 -4.789
H 0.558 2.203 -4.858
H 0.946 0.513 -5.201
H 1.820 0.285 -2.835
H 0.927 3.188 -2.699
H 2.497 2.502 -2.331
H 1.136 2.222 -1.231
H 0.644 -1.756 -2.433
H -2.334 -2.340 -2.714
H -1.513 -2.083 -1.167
H -1.047 -3.426 -2.213
H -1.071 -1.487 -4.954
H -0.248 -2.963 -4.482
H 0.695 -1.524 -4.830
H -1.355 0.859 -4.694
H -2.605 2.639 -2.538
H -2.648 2.888 -4.276
H -1.125 3.042 -3.417
H -3.608 0.276 -2.704
H -3.050 -0.785 -4.004
H -3.831 0.734 -4.386
C -1.403 -4.182 1.476
C -1.248 -3.268 2.694
C 0.097 -2.555 2.660
C -2.476 -2.384 2.785
C -3.363 -2.688 3.808
C -4.629 -2.139 3.864
C -5.066 -1.376 2.799
C -4.227 -1.042 1.743
C -4.892 -0.513 0.490
C -4.750 -1.592 -0.588
C -4.407 0.837 -0.031
C -2.863 -1.429 1.807
O -1.950 -0.880 0.975
H -0.605 -4.919 1.453
H -1.371 -3.597 0.557
H -2.357 -4.700 1.524
H -1.251 -3.900 3.587
H 0.287 -2.140 1.661
H 0.882 -3.275 2.875
H 0.128 -1.776 3.420
H -3.059 -3.391 4.569
H -5.294 -2.382 4.676
H -6.095 -1.054 2.764
H -5.956 -0.409 0.720
H -3.707 -1.690 -0.878
H -5.340 -1.332 -1.462
H -5.092 -2.553 -0.215
H -3.416 0.747 -0.479
H -4.380 1.568 0.773
H -5.097 1.197 -0.790
C -0.155 4.114 3.176
Ge -0.665 4.102 1.258
C -2.100 5.451 1.029
C 0.885 4.664 0.141
C -1.566 2.413 0.584
H -0.098 5.162 3.460
H 0.815 3.668 3.368
H -0.898 3.634 3.805
H -1.729 6.421 1.345
H -2.964 5.218 1.644
H -2.427 5.543 -0.001
H 1.224 5.615 0.540
H 0.590 4.837 -0.888
H 1.726 3.979 0.155
H -1.961 2.668 -0.403
H -2.426 2.336 1.250



DFT (ωB97M-V/def2-TZVPD) results for a structure of composition C2H4P2 at a distorted geometry.

Lowest unoccupied orbital energy (alpha / beta) = -0.0230 / -0.0388 hartree
Energy above the lowest of the compared OMol25 structures with the same formula, charge and spin = 326.1 kJ/mol
HOMO-LUMO gap (alpha / beta) = 7.63 / 6.35 eV

Cartesian coordinates (Å):
C 1.039 -0.854 -0.374
C -0.810 1.006 0.250
P 2.130 0.381 -0.032
P -0.475 -0.622 0.505
H 1.413 -1.760 -0.775
H -1.810 1.314 0.608
H 0.183 1.603 0.010
H -1.670 -1.068 -0.193



DFT (ωB97M-V/def2-TZVPD) results for a cluster of 2 separate species, H4O2 in total at a distorted geometry.

Lowest unoccupied orbital energy = 0.0247 hartree
Energy above the lowest of the compared OMol25 structures with the same formula, charge and spin = 15.8 kJ/mol
SMILES = O.O
HOMO-LUMO gap = 11.79 eV

Cartesian coordinates (Å):
O 0.300 -0.574 -1.376
H 0.562 -0.396 -0.445
H -0.480 -1.170 -1.304
O 0.261 0.654 0.962
H -0.448 0.919 0.333
H -0.196 0.567 1.829



DFT (ωB97M-V/def2-TZVPD) results for the molecule C5H8 at a distorted geometry.

Lowest unoccupied orbital energy (alpha / beta) = 0.0226 / -0.1735 hartree
Energy above the lowest of the compared OMol25 structures with the same formula, charge and spin = 500.9 kJ/mol
HOMO-LUMO gap (alpha / beta) = 2.76 / 7.19 eV
2S+1 = 3

Cartesian coordinates (Å):
C 0.785 1.103 -0.309
C 0.828 -1.122 -0.268
C 1.033 -0.023 0.688
C -0.147 -0.032 -0.083
C -1.663 -0.023 0.027
H 0.483 1.955 0.250
H 1.269 1.348 -1.233
H 1.435 -1.205 -1.217
H 0.398 -2.082 0.163
H 1.428 0.045 1.715
H -1.901 -0.944 0.429
H -2.149 0.306 -0.884
H -1.799 0.674 0.721



DFT (ωB97M-V/def2-TZVPD) results for a cluster of 2 separate species, C13H27O3P in total at a distorted geometry.

Lowest unoccupied orbital energy = 0.0263 hartree
SMILES = CCCCCPCOCCC.O=C1CCCO1
HOMO-LUMO gap = 9.13 eV

Cartesian coordinates (Å):
C -3.342 -4.289 -2.779
C -2.495 -3.255 -2.012
C -3.041 -1.843 -2.206
C -2.419 -0.828 -1.255
C -0.981 -0.380 -1.561
P -0.532 -0.306 -3.352
C 1.317 -0.419 -3.235
O 1.798 0.699 -2.519
C 3.114 0.565 -2.025
C 3.266 1.082 -0.588
C 1.996 1.002 0.236
H -3.867 -4.935 -2.088
H -4.109 -3.789 -3.362
H -2.760 -4.880 -3.475
H -1.451 -3.313 -2.295
H -2.616 -3.463 -0.956
H -4.101 -1.901 -1.968
H -2.985 -1.537 -3.247
H -3.084 0.021 -1.145
H -2.394 -1.307 -0.280
H -0.250 -0.977 -1.025
H -0.858 0.636 -1.209
H -0.770 -1.617 -3.821
H 1.576 -1.349 -2.730
H 1.739 -0.429 -4.238
H 3.442 -0.472 -2.049
H 3.810 1.110 -2.662
H 3.649 2.096 -0.589
H 4.013 0.483 -0.078
H 1.185 1.531 -0.247
H 2.164 1.483 1.191
H 1.717 -0.029 0.425
O 2.692 1.165 3.990
C 1.718 1.810 4.242
C 1.358 2.465 5.562
C -0.128 2.773 5.388
C -0.235 2.955 3.880
O 0.759 2.078 3.322
H 1.956 3.371 5.670
H 1.562 1.792 6.389
H -0.475 3.639 5.949
H -0.721 1.911 5.699
H -0.007 3.976 3.567
H -1.209 2.675 3.486



DFT (ωB97M-V/def2-TZVPD) results for the molecule C10H10N2S at a distorted geometry.

Lowest unoccupied orbital energy (alpha / beta) = 0.0021 / -0.1216 hartree
Energy above the lowest of the compared OMol25 structures with the same formula, charge and spin = 0.0 kJ/mol
HOMO-LUMO gap (alpha / beta) = 6.63 / 6.02 eV
2S+1 = 3

Cartesian coordinates (Å):
C 3.475 2.728 -0.049
C -0.338 1.069 -0.877
C 2.834 0.419 -1.845
C 1.927 -0.349 -2.535
C 2.793 0.521 -0.409
C 0.738 -0.939 -1.984
C 2.968 1.525 0.451
C -0.157 -0.343 -1.175
C -1.273 -0.082 1.983
C -2.324 -0.614 0.940
N 4.114 3.628 -0.388
N -0.597 2.155 -0.629
S -1.503 -1.446 -0.441
H 3.628 0.865 -2.399
H 2.270 -0.864 -3.496
H 2.319 -0.375 -0.057
H 0.402 -1.976 -2.148
H 2.924 1.315 1.517
H -1.666 0.386 2.966
H -0.680 -0.983 2.204
H -0.536 0.728 1.621
H -2.862 0.317 0.489
H -2.989 -1.390 1.329



DFT (ωB97M-V/def2-TZVPD) results for a structure of composition C31H38ClN8O9P2SYb at a distorted geometry.

Total charge = -2
Lowest unoccupied orbital energy = 0.1494 hartree
Energy above the lowest of the compared OMol25 structures with the same formula, charge and spin = 0.0 kJ/mol
HOMO-LUMO gap = 4.82 eV
2S+1 = 2

Cartesian coordinates (Å):
Yb 12.352 9.245 12.802
C 11.180 5.409 14.512
C 11.141 6.399 13.365
O 11.185 7.647 13.681
C 11.090 5.957 12.038
C 10.912 6.772 10.880
C 10.352 6.056 9.670
N 11.169 8.057 10.946
N 10.794 8.821 9.804
C 11.011 10.055 10.099
O 11.416 10.528 11.233
C 10.637 11.013 8.967
C 10.174 10.574 7.729
C 9.798 11.454 6.716
C 9.915 12.820 6.935
C 10.349 13.278 8.155
C 10.755 12.391 9.157
H 10.441 5.709 15.239
H 12.182 5.452 14.941
H 10.934 4.348 14.228
H 11.054 4.884 11.905
H 10.477 4.992 9.828
H 10.808 6.291 8.724
H 9.243 6.271 9.645
H 10.120 9.505 7.636
H 9.532 11.066 5.741
H 9.641 13.544 6.196
H 10.472 14.331 8.312
H 11.086 12.745 10.146
O 16.288 7.654 14.281
P 14.706 7.356 14.316
O 14.435 5.972 14.734
O 14.089 7.962 13.054
O 14.252 8.384 15.509
P 14.483 9.957 15.304
O 14.267 10.455 16.818
O 15.911 10.221 14.964
O 13.361 10.500 14.446
H 16.409 8.634 14.264
H 15.108 10.813 17.149
C 9.152 9.804 14.539
N 8.062 10.533 15.203
C 8.627 11.141 16.386
N 9.708 12.086 16.083
C 10.802 11.350 15.354
N 10.286 10.669 14.159
C 9.697 11.716 13.287
N 8.689 12.513 13.963
C 7.593 11.603 14.309
C 9.219 13.090 15.179
H 8.780 9.336 13.624
H 9.406 8.969 15.201
H 9.076 10.373 17.021
H 7.820 11.691 16.889
H 11.300 10.623 16.036
H 11.541 12.079 15.053
H 9.218 11.192 12.489
H 10.524 12.345 12.940
H 7.145 11.214 13.400
H 6.841 12.205 14.868
H 8.445 13.690 15.665
H 9.981 13.775 14.977
Cl 15.073 14.502 14.351
C 15.239 14.600 12.599
C 16.399 15.121 12.097
C 16.512 15.283 10.718
C 15.490 14.792 9.873
C 14.345 14.223 10.420
C 14.114 14.093 11.818
C 12.948 13.525 12.306
H 17.187 15.429 12.759
H 17.463 15.578 10.295
H 15.600 14.855 8.806
H 13.563 13.818 9.770
H 12.264 13.210 11.557
H 12.795 13.255 13.352
N 18.083 12.444 9.177
C 17.802 11.166 9.035
S 18.570 10.185 7.943
C 16.697 10.651 9.894
C 16.355 11.264 11.079
C 15.194 10.857 11.783
N 14.339 9.965 11.259
C 14.636 9.384 10.089
C 15.808 9.705 9.386
H 18.771 12.878 8.629
H 17.528 13.062 9.744
H 16.882 12.066 11.510
H 14.881 11.397 12.667
H 13.930 8.671 9.659
H 16.036 9.194 8.444



DFT (ωB97M-V/def2-TZVPD) results for a structure of composition C30H44BCdIN3O3S4 at a distorted geometry.

Total charge = +1
Lowest unoccupied orbital energy = -0.2973 hartree
HOMO-LUMO gap = 1.99 eV

Cartesian coordinates (Å):
C -4.074 -1.790 -0.556
C -4.345 -1.178 0.815
C -4.465 0.378 0.886
C -4.332 1.132 -0.424
N -2.974 1.110 -1.006
C -1.927 1.529 -0.057
C -0.990 0.348 0.188
C 0.023 0.171 -0.962
C 1.434 0.565 -0.556
C 2.194 -0.509 0.259
C 2.379 -1.781 -0.580
C 1.868 -3.085 0.055
C 0.354 -3.314 -0.112
S -0.044 -4.519 -1.422
C -0.504 -3.490 -2.810
S -2.007 -3.246 -3.300
N 0.580 -2.870 -3.497
C 1.656 -3.570 -3.997
C 2.447 -2.614 -4.566
N 1.896 -1.374 -4.424
C 0.761 -1.554 -3.797
O 1.580 -0.759 1.511
B 2.538 -0.641 2.547
C 2.080 -0.708 4.150
C 0.647 -0.543 4.354
C -0.108 0.429 3.669
C -1.464 0.574 3.894
C -2.116 -0.229 4.833
C -1.373 -1.176 5.540
C -0.023 -1.353 5.297
O 3.418 0.400 2.133
C 3.527 0.217 0.723
C 4.870 -0.379 0.333
C 6.010 0.556 0.634
O 5.945 1.515 1.299
I 7.908 0.054 -0.278
C -2.949 1.850 -2.211
S -2.858 1.088 -3.629
S -3.084 3.652 -2.172
C -1.448 4.231 -2.712
C -0.510 4.636 -1.555
C 0.211 5.987 -1.786
H -4.031 -2.871 -0.437
H -3.089 -1.508 -0.915
H -4.827 -1.545 -1.296
H -5.287 -1.598 1.164
H -3.602 -1.488 1.548
H -5.465 0.601 1.252
H -3.788 0.745 1.653
H -5.028 0.694 -1.134
H -4.664 2.167 -0.279
H -2.316 1.947 0.869
H -1.323 2.314 -0.509
H -1.557 -0.561 0.368
H -0.416 0.562 1.090
H -0.046 -0.809 -1.414
H -0.295 0.867 -1.742
H 2.087 0.776 -1.406
H 1.348 1.448 0.082
H 1.880 -1.708 -1.543
H 3.424 -1.957 -0.817
H 2.361 -3.881 -0.496
H 2.144 -3.172 1.102
H -0.021 -3.789 0.791
H -0.225 -2.407 -0.233
H 1.795 -4.630 -3.946
H 3.386 -2.775 -5.064
H 0.061 -0.776 -3.560
H 3.266 -1.666 2.513
H 2.445 -1.623 4.604
H 2.621 0.125 4.614
H 0.405 1.064 2.962
H -2.010 1.316 3.330
H -3.174 -0.105 4.993
H -1.895 -1.763 6.280
H 0.524 -2.096 5.857
H 3.547 1.235 0.329
H 4.893 -0.587 -0.734
H 5.018 -1.327 0.857
H -1.550 5.054 -3.409
H -1.017 3.353 -3.237
H 0.301 3.872 -1.476
H -1.030 4.641 -0.603
H 0.000 6.646 -0.951
H 1.289 5.840 -1.763
H -0.081 6.463 -2.715
Cd 1.211 3.171 -3.292



DFT (ωB97M-V/def2-TZVPD) results for a structure of composition C5H11N3O at a distorted geometry.

Lowest unoccupied orbital energy = 0.0272 hartree
Energy above the lowest of the compared OMol25 structures with the same formula, charge and spin = 1031.9 kJ/mol
HOMO-LUMO gap = 9.31 eV

Cartesian coordinates (Å):
C -1.325 1.679 -0.057
C 0.169 1.622 -0.539
C 1.112 1.338 0.432
C -0.080 -1.865 0.298
C 0.561 -2.842 -0.715
H -1.262 2.874 1.606
H -0.775 0.881 2.005
H -1.731 2.730 -0.337
H -1.967 0.839 -0.743
H 0.273 1.951 -1.588
H 2.378 1.395 0.381
H 0.586 1.182 1.500
H -0.623 -2.459 1.150
H 1.475 -2.738 -0.268
H 0.474 -3.901 -0.583
H 1.163 -1.541 -1.700
N -1.309 1.531 1.324
N 0.673 0.193 -0.539
N -0.104 -0.515 0.426
O 0.311 -2.357 -2.052



DFT (ωB97M-V/def2-TZVPD) results for a cluster of 2 separate species, CH4Cl2P2 in total at a distorted geometry.

Lowest unoccupied orbital energy (alpha / beta) = -0.0348 / -0.0397 hartree
Energy above the lowest of the compared OMol25 structures with the same formula, charge and spin = 402.7 kJ/mol
HOMO-LUMO gap (alpha / beta) = 7.66 / 7.53 eV

Cartesian coordinates (Å):
C 1.774 0.099 0.020
P 0.061 -2.256 0.221
P 0.430 1.082 -0.690
Cl 2.950 -0.487 -1.193
Cl 2.581 0.366 1.604
H 0.317 -2.781 -1.062
H 1.291 -2.939 0.536
H 0.176 1.756 0.495
H 1.119 1.985 -1.354